Density functional theory data (ωB97M-V/def2-TZVPD) for a structure of composition AlH2O2.

## Properties
E_HOMO (alpha / beta)	-9.8 / -7.8	eV
total charge	0
total energy	-393.935825	a.u.
2S+1	2

Each line ends with the natural charge from an NBO analysis.
Geometry (Å):
O -1.34029 -2.36247 -0.68348  -1.02
H 1.59912 2.70157 0.55201  0.43
Al 0.57457 -0.26123 -0.76412  0.93
H -2.05725 -2.00729 -0.12282  0.42
O 1.22387 1.92943 1.01840  -0.76

Cartesian forces, eV/Å:
O 1.00 1.58 0.17
H -0.13 -0.33 0.09
Al -1.14 -0.54 0.84
H 0.40 -0.10 -0.27
O -0.14 -0.61 -0.83